DFT (ωB97M-V/def2-TZVPD) results for an isolated molecule of C15H19ClN2O3.

Structure (XYZ):
```
40
Properties=species:S:1:pos:R:3:mulliken_charge:R:1
C -4.7602 -2.8967 0.4852 -1.1139
C -5.2689 -1.4864 0.7486 -0.2815
O -4.2010 -0.5440 0.8178 -0.4035
C -3.7384 -0.0926 -0.3727 0.8226
O -4.1847 -0.4355 -1.4428 -0.6534
N -2.7486 0.8180 -0.2228 0.0949
C -2.1073 1.1306 1.0329 -0.8096
C -0.6879 0.5591 1.0550 -0.6765
C 0.1042 1.0959 -0.1418 -0.2555
N 1.4492 0.5644 -0.1624 -0.1633
C 2.5436 1.3320 0.0573 0.3808
O 2.4770 2.5224 0.2917 -0.6511
C 3.8460 0.6016 0.0000 0.3686
C 4.8869 1.0671 0.7983 -0.3397
C 6.1201 0.4453 0.7870 -0.6397
C 6.3196 -0.6453 -0.0461 0.4224
Cl 7.8562 -1.4322 -0.0716 -0.2106
C 5.3029 -1.1071 -0.8684 -0.7950
C 4.0688 -0.4841 -0.8414 -0.3303
C -0.6328 0.7596 -1.4410 -0.6254
C -2.0557 1.3176 -1.3893 -1.0248
H -4.0358 -3.1850 1.2438 0.2853
H -4.2885 -2.9392 -0.4933 0.3079
H -5.5927 -3.5940 0.5052 0.3820
H -5.7627 -1.4205 1.7206 0.3096
H -5.9611 -1.1832 -0.0433 0.3340
H -2.7023 0.7213 1.8476 0.4583
H -2.0637 2.2208 1.1358 0.3167
H -0.1911 0.8377 1.9849 0.3936
H -0.7366 -0.5313 1.0007 0.2842
H 0.2172 2.1818 -0.0480 0.2666
H 1.5507 -0.4319 -0.2690 0.3432
H 4.7099 1.9268 1.4263 0.4386
H 6.9232 0.8022 1.4121 0.4146
H 5.4803 -1.9442 -1.5253 0.4148
H 3.2928 -0.8338 -1.5069 0.4200
H -0.1013 1.1826 -2.2938 0.3633
H -0.6783 -0.3252 -1.5641 0.3045
H -2.6243 1.0145 -2.2695 0.4821
H -2.0247 2.4110 -1.3372 0.3654
```

strongest force on any atom = 0.5 eV/A
SMILES = CCOC(=O)N1CCC(NC(=O)c2ccc(Cl)cc2)CC1
HOMO-LUMO gap = 9.9 eV
electronic energy = -1378.4777 Ha



DFT (ωB97M-V/def2-TZVPD) results for a 14-piece molecular cluster, C5H36N3O13 overall in a non-equilibrium geometry.

Structure (XYZ):
```
57
Properties=species:S:1:pos:R:3:mulliken_charge:R:1
C -1.5782 -0.2858 -0.9215 -0.9517
C -0.1055 -0.1016 -0.4146 0.6352
C 0.8327 0.0110 -1.5491 0.4939
C 1.5517 -0.9966 -2.1611 -0.4704
N 2.3602 -0.4435 -3.0979 -0.0881
C 2.3239 0.9220 -2.8201 -0.7281
N 1.4327 1.2290 -1.8994 -0.3336
N -1.8556 -1.7143 -1.2375 0.0189
H -1.7917 0.4343 -1.7257 0.4866
H -2.3433 -0.0775 -0.1320 0.4487
H 0.0482 -0.9888 0.2969 0.0333
H -0.1577 0.7368 0.2412 -0.2866
H 1.6739 -2.0065 -1.7785 0.4943
H 3.0089 -0.9270 -3.6748 0.2017
H 3.0559 1.6200 -3.1845 0.4805
H 0.6272 1.1915 2.1829 0.1037
H -1.6980 -2.3262 -0.3405 0.2442
H -2.7894 -1.9085 -1.5487 0.4157
H -2.6483 0.3727 -4.7515 0.2911
H -1.3795 0.9021 -3.8367 0.3797
O -1.7170 0.3521 -4.5483 -0.6949
H -1.3500 2.2078 3.1968 0.3644
H -2.5304 2.2639 4.0104 0.2964
O -2.1263 1.6514 3.3816 -0.6609
H -2.5840 0.2358 2.2403 0.3035
H -3.8970 -0.3950 2.1999 0.3124
O -2.9417 -0.6374 2.0158 -0.5868
H -0.3141 -0.9061 2.5802 0.3930
H 1.6930 0.0232 2.0920 0.3232
O 0.7638 0.2472 2.3182 -0.6404
H -1.1916 -1.9311 -2.0542 0.2788
H 2.1482 -3.0123 2.5098 0.2676
O 1.5949 -2.3222 2.1120 -0.6130
H -0.5377 -3.8070 1.2033 0.3226
H -2.0348 -3.2144 1.6169 0.3012
O -1.4576 -3.6613 0.9573 -0.7329
H 0.1648 3.5223 2.6978 0.3373
H 0.3456 2.9224 4.1365 0.3517
O -0.2263 3.4786 3.5890 -0.7409
H -0.4111 2.1694 -2.2094 0.3198
H -1.7180 2.8286 -2.8561 0.2724
O -1.3477 2.0672 -2.4059 -0.6730
H 1.6303 3.4590 0.5561 0.3269
H 1.0366 2.5779 -0.4775 0.4223
O 0.7895 3.3282 0.1068 -0.6123
H 0.9947 -2.0925 2.8499 0.3852
H -1.5826 -1.8069 2.7043 0.3378
O -0.6395 -1.8181 2.8353 -0.7561
H 4.0603 -0.8900 2.1161 0.2776
H 2.9424 -1.3490 1.0779 0.2718
O 3.6151 -0.6803 1.2885 -0.6123
H 3.2809 1.0855 0.7639 0.2507
H 3.5983 2.6097 0.9171 0.2795
O 2.9048 1.9484 0.9653 -0.5642
H -1.1837 -1.3859 -4.4147 0.3703
H -0.7693 -2.6225 -3.9155 0.3133
O -1.5710 -2.0899 -3.8041 -0.6610
```

strongest force on any atom = 3.3 eV/A
HOMO-LUMO gap = 9.7 eV
electronic energy = -1354.2741 Ha
total charge = +1



DFT (ωB97M-V/def2-TZVPD) results for a 7-piece molecular cluster, C40H69BN5O9 overall in a non-equilibrium geometry.

Structure (XYZ):
```
124
Properties=species:S:1:pos:R:3:mulliken_charge:R:1
C -3.5738 -1.2674 -13.3993 -1.1445
C -2.6070 -0.9711 -14.5290 -0.5114
C -1.2092 -0.6720 -13.9391 -0.6085
C -0.9458 0.8637 -13.7117 -1.1480
N 0.2962 1.1366 -12.7922 0.3374
C 0.4875 2.6825 -12.5658 -0.5636
C 0.7876 2.6440 -11.1040 -0.4818
C -0.1878 1.7251 -10.5393 -0.8533
C -0.0567 0.4559 -11.3973 -0.3012
C 1.4764 0.3512 -13.4704 -1.0830
C 1.7053 0.6351 -14.9995 -0.3014
C 3.0121 -0.1354 -15.3453 -1.3320
H -3.1629 -2.1724 -12.9518 0.3287
H -4.6255 -1.5097 -13.5522 0.3609
H -3.5632 -0.4818 -12.6438 0.2175
H -3.0609 -0.2123 -15.1664 0.3435
H -2.3754 -1.9251 -15.0027 0.2961
H -0.4359 -1.0992 -14.5776 0.3376
H -1.1683 -1.3527 -13.0887 0.4746
H -1.7815 1.3103 -13.1731 0.6169
H -0.8503 1.5074 -14.5862 0.5263
H 1.2122 3.0255 -13.3042 0.3066
H -0.5144 3.0903 -12.7000 0.3507
H 1.8075 2.3381 -10.8707 0.2760
H 0.7011 3.6173 -10.6209 0.4452
H -0.0509 1.3491 -9.5254 0.4473
H -1.2018 2.1148 -10.4492 0.3100
H 0.6849 -0.2813 -11.0894 0.3641
H -1.0746 0.0713 -11.3337 0.2341
H 1.3752 -0.7290 -13.3658 0.4643
H 2.3341 0.7702 -12.9440 0.5463
H 1.8133 1.7060 -15.1715 0.3181
H 0.8999 0.3465 -15.6749 0.3481
H 3.8206 0.2249 -14.7091 0.3438
H 3.4321 0.0426 -16.3353 0.3953
H 2.8327 -1.2016 -15.2077 0.3388
C -7.3308 -0.6321 2.9350 -1.0099
C -5.7828 -0.6220 3.0366 -0.7943
C -5.3315 0.8276 3.4205 -0.5261
C -5.5544 1.1042 4.9332 -0.8241
N -5.3032 2.6049 5.3174 0.1158
C -3.8773 2.9564 5.5595 -0.6478
C -3.4321 2.2562 6.8727 -0.7870
C -4.8271 2.0947 7.6528 -0.5668
C -5.7962 2.8150 6.7191 -0.7153
C -5.8952 3.7392 4.4179 -1.0662
C -7.4293 3.5801 4.1775 -0.3752
C -7.8086 4.1062 2.7946 -1.3766
H -7.8420 -0.1158 3.7476 0.2590
H -7.6939 -1.6544 2.8300 0.3703
H -7.5694 -0.1893 1.9680 0.2801
H -5.2511 -0.9195 2.1327 0.4232
H -5.3810 -1.4003 3.6855 0.3796
H -5.6649 1.5962 2.7233 0.2632
H -4.2578 0.8519 3.2342 0.3574
H -4.8311 0.5355 5.5176 0.4593
H -6.5241 0.6892 5.2079 0.5581
H -3.7931 4.0203 5.7808 0.4814
H -3.2262 2.7082 4.7214 0.4968
H -2.6995 2.7693 7.4957 0.4030
H -3.0527 1.2413 6.7540 0.3122
H -4.7114 2.7155 8.5412 0.3179
H -4.9352 1.0256 7.8354 0.3204
H -6.0476 3.8473 6.9624 0.4320
H -6.7756 2.3506 6.6043 0.4998
H -5.3373 3.6502 3.4858 0.5328
H -5.6513 4.7002 4.8709 0.6033
H -7.8599 4.0978 5.0347 0.4844
H -7.8782 2.5948 4.3026 0.2644
H -8.7644 3.6577 2.5235 0.3682
H -7.0758 3.7437 2.0738 0.3562
H -8.0261 5.1742 2.7826 0.3512
O 3.8655 1.9490 1.4560 -0.6178
C 3.2964 0.9134 1.6123 0.6064
O 3.2340 0.1723 2.6466 -0.5121
B 2.3913 -1.0375 2.3936 1.0344
O 2.0622 -0.9271 0.9987 -0.4912
C 2.5088 0.1655 0.4891 0.5691
O 2.4556 0.5440 -0.6695 -0.6383
O 1.3006 -0.9535 3.3251 -0.5105
C 1.2331 -2.0191 4.0412 0.6062
O 0.3413 -2.4610 4.7171 -0.6159
C 2.5764 -2.7761 3.7803 0.5592
O 3.1052 -2.2929 2.6167 -0.3827
O 3.0369 -3.7018 4.4583 -0.6077
N 7.2845 -0.1486 7.6654 -0.0056
C 8.1556 -0.5128 8.6568 -0.3374
C 8.2404 0.4763 9.6155 -0.3590
C 7.2751 1.4710 9.1954 -0.4326
C 6.6922 1.0423 7.9625 -0.5484
H 7.1394 -0.6297 6.7893 0.2120
H 8.7879 -1.3815 8.5472 0.3616
H 8.8365 0.2876 10.4961 0.3726
H 7.0360 2.3338 9.7993 0.3610
H 5.9572 1.4684 7.2957 0.3764
N 4.7997 9.1854 5.0675 -0.0123
C 5.6870 8.8861 6.0831 -0.5319
C 6.1157 10.1062 6.5765 -0.2084
C 5.6737 11.1390 5.8303 -0.3926
C 4.8224 10.5282 4.8876 -0.5100
H 4.3583 8.4300 4.5629 0.2071
H 5.9379 7.9034 6.4542 0.3538
H 6.8321 10.2223 7.3763 0.3605
H 5.9920 12.1369 6.0936 0.3620
H 4.1720 10.8407 4.0841 0.3719
N -0.5285 -8.0457 10.7817 -0.0316
C 0.0677 -8.8583 11.7638 -0.4202
C -0.9625 -9.6103 12.3635 -0.3737
C -2.1208 -9.4834 11.6633 -0.4284
C -1.8849 -8.4512 10.7344 -0.4113
H -0.0855 -7.3139 10.2448 0.2073
H 1.1449 -8.8283 11.8353 0.3649
H -0.7965 -10.3444 13.1380 0.3587
H -3.0582 -9.9660 11.8973 0.3709
H -2.4909 -7.9299 10.0083 0.3634
C 7.6297 -10.8236 1.4609 -1.0936
C 6.3743 -10.2972 2.0707 -0.0930
O 6.8279 -9.2911 3.0387 -0.5283
H 7.4251 -11.6386 0.7666 0.3338
H 8.4533 -11.1823 2.0783 0.3147
H 8.0943 -9.9824 0.9465 0.2735
H 5.8862 -11.1543 2.5347 0.2505
H 5.7284 -9.7154 1.4130 0.2577
H 6.0786 -8.9617 3.5403 0.2845
```

strongest force on any atom = 3.9 eV/A
HOMO-LUMO gap = 6.2 eV
electronic energy = -2541.0629 Ha
total charge = +1



DFT (ωB97M-V/def2-TZVPD) results for an isolated molecule of C5H5NS in a non-equilibrium geometry.

Structure (XYZ):
```
12
Properties=species:S:1:pos:R:3:mulliken_charge:R:1
C 1.4500 -2.5941 0.5367 0.0144
C 1.1496 -1.4566 0.3159 -0.4440
C 0.5281 -0.1377 0.3682 0.3950
C -0.9558 0.0033 -0.1995 -0.2223
C -1.3570 0.7913 -1.1882 -0.5669
N 1.3567 0.7790 0.8490 -0.2725
S 1.1334 2.2302 0.9218 -0.1825
H 1.6434 -3.5448 0.9238 0.4080
H -1.7125 -0.9409 -0.0037 0.2034
H -2.4552 0.6390 -1.4571 0.2389
H -0.6347 1.5298 -1.5064 0.3162
H -0.1460 2.7015 0.4395 0.1123
```

strongest force on any atom = 9.4 eV/A
SMILES = C#C/C(C=C)=N/S
HOMO-LUMO gap = 8.2 eV
electronic energy = -646.2702 Ha



DFT (ωB97M-V/def2-TZVPD) results for C39H31IN3PPbS2 as an isolated structure.

Structure (XYZ):
```
78
Properties=species:S:1:pos:R:3:mulliken_charge:R:1
Pb 0.2190 -0.1412 -0.2126 1.0317
C 0.8652 2.5687 1.6623 -0.4310
C 1.4590 2.2797 0.4141 -1.0692
C 2.6141 1.4851 0.6701 -0.6693
C 2.7094 1.2966 2.0545 -0.7402
C 1.6283 1.9532 2.6635 -0.3691
H -0.0290 3.1594 1.8269 0.4122
H 1.2467 2.7791 -0.5232 0.6235
H 3.3383 1.1809 -0.0750 0.5508
H 3.4650 0.7173 2.5698 0.4450
H 1.4186 1.9776 3.7270 0.5947
C -4.8315 -1.5945 3.1655 -1.9445
C -4.8209 -1.8556 1.6818 1.5544
C -5.9897 -2.3077 1.0740 -0.7434
C -6.0416 -2.6013 -0.2798 -0.6050
C -4.9027 -2.4583 -1.0567 -0.8533
C -3.7340 -2.0032 -0.4715 -1.4690
C -3.6762 -1.6877 0.8883 0.2438
P -2.0143 -1.1219 1.4316 1.3241
C -2.4182 0.2078 2.6352 1.0897
C -3.2256 1.1967 2.0556 -1.6548
C -3.4357 2.4129 2.6735 -0.9185
C -2.8342 2.6665 3.8992 -0.7161
C -2.0751 1.6810 4.5004 -0.5093
C -1.8482 0.4469 3.8898 1.3729
C -1.0164 -0.5667 4.6297 -1.9035
C -1.2939 -2.6457 2.0964 0.7185
C -2.0487 -3.7817 2.3887 -0.8109
C -1.4410 -5.0102 2.5777 -0.8915
C -0.0620 -5.1155 2.3948 -0.5366
C 0.6951 -4.0038 2.0976 -1.0233
C 0.1240 -2.7182 1.9890 1.3863
C 0.9177 -1.5323 1.7626 -1.8708
H -5.5536 -2.2474 3.6594 0.5463
H -5.1091 -0.5588 3.3749 0.3905
H -3.8488 -1.7651 3.6014 0.2217
H -6.8767 -2.4492 1.6832 0.4148
H -6.9661 -2.9519 -0.7226 0.3674
H -4.9234 -2.7020 -2.1115 0.4524
H -2.8333 -1.8861 -1.0655 0.7720
H -3.6632 0.9966 1.0859 0.6476
H -4.0401 3.1709 2.1891 0.4775
H -2.9513 3.6328 4.3744 0.3478
H -1.6171 1.8711 5.4654 0.3959
H -1.5043 -0.8405 5.5696 0.4783
H -0.0380 -0.1476 4.8710 0.3727
H -0.8677 -1.4726 4.0510 0.0968
H -3.1271 -3.7116 2.4588 0.2392
H -2.0345 -5.8819 2.8258 0.3969
H 0.4169 -6.0837 2.4943 0.3667
H 1.7649 -4.1034 1.9532 0.3970
H 1.9863 -1.7321 1.7412 0.4571
H 0.7043 -0.7266 2.4673 0.1240
S 0.8667 -1.8685 -2.1856 -0.3321
C 1.8880 -0.7857 -3.1371 -0.3004
C 3.2605 -0.9648 -2.9881 -0.5903
C 4.2069 -0.2342 -3.7052 0.5433
C 5.5950 -0.4820 -3.5531 -0.0596
N 6.7238 -0.6890 -3.4353 -0.6514
C 3.7466 0.7507 -4.6045 0.7542
C 2.3850 0.9418 -4.7630 -0.7832
C 1.4154 0.1817 -4.0770 -0.0298
S -0.2244 0.4472 -4.4788 -0.4541
C 4.6591 1.5438 -5.3568 -0.0168
N 5.3710 2.2006 -5.9807 -0.6304
H 3.6002 -1.7133 -2.2847 0.4743
H 2.0384 1.6943 -5.4577 0.4620
I -2.8621 5.6329 -0.5982 -0.0140
C -2.8289 3.6710 -1.3773 -0.7277
C -3.4844 3.3851 -2.5672 -0.1959
C -3.5057 2.0708 -2.9821 -0.9230
C -2.8672 1.1032 -2.2061 -0.5271
N -2.2603 1.3914 -1.0596 0.4648
C -2.2173 2.6613 -0.6633 0.2603
H -3.9598 4.1632 -3.1488 0.3689
H -3.9940 1.7909 -3.9053 0.4071
H -2.9117 0.0605 -2.4811 0.5892
H -1.6877 2.8591 0.2616 0.3308
```

strongest force on any atom = 0.9 eV/A
HOMO-LUMO gap = 4.4 eV
electronic energy = -3297.3211 Ha
total charge = -2



DFT (ωB97M-V/def2-TZVPD) results for Cl3NaO12 as an isolated structure in a non-equilibrium geometry.

Structure (XYZ):
```
16
Properties=species:S:1:pos:R:3:mulliken_charge:R:1
Na 3.8264 -16.2818 1.2576 0.7955
Cl 3.6463 -19.4233 2.9390 1.8001
O 3.6859 -18.0592 3.5095 -0.7244
O 4.5115 -20.3007 3.6308 -0.6607
O 2.3835 -19.9830 3.0202 -0.6473
O 4.0021 -19.3844 1.5722 -0.6859
Cl 7.1357 -16.3476 0.8353 1.7845
O 8.3034 -15.8149 0.4234 -0.4880
O 6.2212 -16.8008 -0.2239 -0.3858
O 7.4852 -17.5781 1.5447 -0.2985
O 6.3662 -15.4916 1.6808 -0.5643
Cl 2.3256 -15.2214 -1.7000 1.8612
O 2.2844 -16.6058 -1.3869 -0.7161
O 1.0085 -14.7550 -1.7809 -0.6686
O 3.0413 -14.5446 -0.6822 -0.7486
O 3.0151 -15.0411 -2.8905 -0.6531
```

strongest force on any atom = 4.7 eV/A
spin multiplicity = 2
HOMO-LUMO gap (alpha / beta) = 8.9 / 3.1 eV
electronic energy = -2444.9930 Ha
total charge = -1



DFT (ωB97M-V/def2-TZVPD) results for a 3-piece molecular cluster, C2H4NO4S overall in a non-equilibrium geometry.

Structure (XYZ):
```
12
Properties=species:S:1:pos:R:3:mulliken_charge:R:1
C -1.1673 0.4291 2.5387 0.5559
C 0.9115 -1.9180 0.3232 -0.2645
N -0.8420 0.5936 1.4259 -0.6062
O 1.3740 -3.8151 1.9093 -0.4959
O -1.6362 0.3452 3.5828 -0.4964
O -0.1129 1.6490 -1.2262 -0.6650
O 0.5770 -0.8451 -0.1593 -0.6327
S 0.7597 -2.4569 1.9538 0.1617
H 1.3950 -2.6034 -0.4428 0.3339
H -0.1322 1.0640 -1.9642 0.2837
H -0.5677 1.1780 -0.4576 0.4152
H -0.1401 -0.0533 0.9081 0.4104
```

strongest force on any atom = 6.0 eV/A
spin multiplicity = 3
HOMO-LUMO gap (alpha / beta) = 4.5 / 7.8 eV
electronic energy = -832.4632 Ha
total charge = -1



DFT (ωB97M-V/def2-TZVPD) results for a 2-piece molecular cluster, C2H4N2O3 overall in a non-equilibrium geometry.

Structure (XYZ):
```
11
Properties=species:S:1:pos:R:3:mulliken_charge:R:1
O 1.4561 -1.6204 0.5188 -0.3070
C 1.4179 -0.6506 -0.1060 0.6117
N 1.7452 0.4969 -0.5878 0.0440
O 1.1463 1.3905 0.2294 -0.6037
H 1.8840 0.7052 -1.5772 0.2819
N -1.4659 -0.2056 0.9098 -0.2972
C -1.2315 0.0655 -0.3860 0.0183
O -1.0636 -0.7282 -1.2830 -0.5380
H -1.4919 0.5248 1.5900 0.2356
H -1.4263 -1.1600 1.2326 0.2327
H -0.9704 1.1819 -0.5407 0.3218
```

strongest force on any atom = 2.9 eV/A
SMILES = O=C=[NH+][O-].NC=O
HOMO-LUMO gap = 9.1 eV
electronic energy = -413.7148 Ha